83
Properties=species:S:1:pos:R:3:forces:R:3:mulliken_charge:R:1 method="wB97M-V/def2-TZVPD" e_homo_ha="-0.4521 / -0.4625" total_energy_ha=-2658.458244 total_charge=+2 homo_lumo_gap_ev="4.1 / 3.2" spin_multiplicity=5 max_force_ev_per_a=7.6 lumo_energy_ev="-8.23 / -9.34"
Pd 1.2642 0.8249 -5.2904 5.96 0.88 4.68 0.2932
C -1.1529 -1.4303 0.9779 0.31 0.36 0.12 0.5937
C 0.1591 -1.5016 0.4352 -0.32 0.35 0.32 1.0485
C 0.2533 -0.2529 2.3709 0.18 -0.14 -0.12 0.9669
C -1.0930 -0.6766 2.1827 -0.06 0.02 -0.42 0.7346
C 1.0386 -0.8152 1.3213 -0.08 0.04 -0.20 0.6259
C -2.3756 -1.9866 0.3782 -0.33 -0.38 -0.15 -1.3793
H -2.1352 -2.8193 -0.2922 -0.12 0.09 0.14 0.3676
H -2.9009 -1.2185 -0.2107 0.17 -0.02 0.24 0.0411
H -3.0604 -2.3431 1.1576 0.08 0.05 -0.25 0.4275
C -2.2402 -0.3604 3.0494 -0.19 -0.13 0.41 -1.3195
H -2.7755 0.5334 2.6943 0.18 -0.25 0.03 0.0826
H -1.9043 -0.1636 4.0742 -0.18 -0.02 -0.21 0.4334
H -2.9525 -1.1953 3.0634 0.11 0.24 0.04 0.4040
C 0.7661 0.6163 3.4415 -0.14 0.38 0.30 -1.6179
H 1.4007 0.0541 4.1450 -0.11 0.10 -0.17 0.3945
H -0.0613 1.0696 4.0013 0.27 -0.12 -0.05 0.3989
H 1.3734 1.4277 3.0120 -0.07 -0.26 0.07 0.2244
C 2.4956 -0.6950 1.1740 0.20 -0.21 0.22 -1.6598
H 2.9663 -0.5230 2.1500 -0.02 0.05 -0.31 0.4073
H 2.7631 0.1506 0.5174 -0.06 -0.20 0.35 -0.0181
H 2.9179 -1.6078 0.7337 -0.02 0.23 0.07 0.5031
C 0.5188 -2.1329 -0.8486 0.25 -0.37 -0.27 -1.6878
H 1.5955 -2.3341 -0.8960 -0.25 0.04 -0.08 0.3016
H 0.2516 -1.4883 -1.7042 0.02 -0.05 0.30 -0.0340
H -0.0206 -3.0811 -0.9763 0.15 0.18 -0.02 0.5717
C -0.3348 1.1542 -4.2646 -2.58 0.97 0.30 0.0352
C -1.1176 -0.0189 -4.6127 -2.21 -0.79 0.20 -1.6468
C -0.5682 -1.3140 -5.0460 0.53 -1.03 -0.40 -0.9571
C -0.2860 -1.2050 -6.5880 0.20 -0.28 0.27 -0.9986
C 0.6783 -0.0664 -6.8784 -2.09 -0.29 -2.61 -0.3248
C 0.3742 1.3439 -6.9122 -1.19 -0.01 -2.33 -0.3950
C -0.9130 2.0553 -6.5203 -0.27 0.83 -0.15 -0.8392
C -0.9347 2.3842 -4.9962 0.39 -0.30 -0.34 -0.6116
H -1.2836 -2.1238 -4.8522 0.33 0.05 -0.20 0.6876
H -1.2194 -1.0993 -7.1633 0.18 0.11 0.25 0.2775
H 0.3727 -1.5464 -4.5140 -0.39 -0.11 -0.18 0.3148
H -1.9509 2.5957 -4.6395 0.24 0.01 -0.02 0.2622
H -0.1842 1.3229 -3.1815 0.74 -0.15 -0.14 1.0143
H -1.9894 0.2468 -5.2162 -0.08 -0.04 -0.07 0.8649
H -0.3301 3.2762 -4.7932 -0.13 -0.18 0.00 0.4446
H -0.9460 3.0017 -7.0808 -0.14 -0.35 0.16 0.5065
H 1.0161 1.9171 -7.5948 -0.04 -0.08 0.45 0.5344
H -1.7952 1.4849 -6.8381 0.15 0.02 0.08 0.3102
H 0.1806 -2.1380 -6.9282 -0.18 0.15 0.17 0.5207
H 1.5085 -0.3403 -7.5456 0.08 0.06 0.56 0.6402
P -3.0687 -0.7705 -3.3715 0.34 1.85 -0.73 0.6309
C -3.7636 0.8813 -3.0498 0.03 -0.43 1.14 -0.5317
C -4.2301 -1.2251 -4.7147 0.18 -0.27 0.22 -1.0169
P 4.0432 1.4386 -1.1791 0.61 0.64 0.49 0.3326
C 2.3358 1.4419 -1.6368 -0.09 -0.80 -1.69 -1.0196
C 4.8543 0.8985 -2.7617 0.11 -0.39 -0.03 -0.8802
C 4.3510 3.2640 -1.2611 0.30 -0.10 0.26 -1.0131
H -3.4090 1.2045 -2.0562 -0.06 0.12 -0.36 -0.2238
H -4.8547 0.7599 -3.0450 0.17 0.25 -0.06 0.6065
H -3.4643 1.6184 -3.8056 -0.20 -0.29 0.03 0.3568
H -3.7139 -1.4442 -5.6570 -0.12 -0.16 0.15 0.3112
H -4.9891 -0.4475 -4.8574 0.27 -0.24 -0.05 0.3788
H -4.7122 -2.1447 -4.3547 -0.02 0.02 -0.33 0.4485
H 4.9786 3.4842 -2.1347 -0.21 0.14 0.29 0.4002
H 4.9021 3.5216 -0.3460 -0.16 0.18 -0.34 0.3168
H 3.4101 3.8304 -1.2829 0.41 -0.16 -0.01 0.2119
H 1.6615 0.6104 -1.4475 0.21 0.16 -0.05 0.4387
H 1.9999 2.1866 -2.3620 -0.28 0.11 0.24 0.8115
H 5.5574 0.0954 -2.4973 -0.21 0.19 -0.38 0.3307
H 5.4087 1.7350 -3.2070 -0.21 -0.31 0.02 0.3543
H 4.0924 0.5153 -3.4583 0.34 0.03 0.02 0.0597
O -2.1337 1.1821 -0.5292 0.63 0.47 0.19 -0.8591
C -1.2654 1.9797 -0.1034 0.64 -0.43 -0.46 -0.3495
N 0.0081 2.0533 -0.5747 -0.68 -0.30 -0.32 0.2475
S 0.9355 3.1401 0.2140 -1.20 0.54 0.70 1.3017
O 1.9555 2.5373 1.0554 0.07 -0.23 -0.71 -0.5564
O 1.3334 4.2375 -0.6371 -0.05 -0.55 0.04 -0.8092
C -0.3378 3.6075 1.3390 0.00 0.40 0.81 0.0489
C -0.1858 4.3619 2.5002 -0.37 -0.07 -0.26 -0.7147
C -1.2677 4.4061 3.3879 0.08 -0.08 -0.26 -0.6344
C -2.4479 3.6954 3.1069 0.11 0.02 -0.17 -0.5898
C -2.5629 2.9338 1.9395 0.20 0.19 -0.28 -0.5703
C -1.4826 2.8952 1.0487 -0.38 0.10 1.00 0.4061
H 0.7513 4.8840 2.6808 -0.23 -0.07 0.13 0.5018
H -1.1875 4.9916 4.3045 -0.06 -0.19 -0.26 0.4219
H -3.2798 3.7355 3.8120 0.25 0.00 -0.21 0.4316
H -3.4627 2.3691 1.6946 0.14 0.19 0.16 0.6756